{"formula": "C3H7N2S", "method": "the ωB97M-V functional and the def2-TZVPD basis", "symbols": ["C", "C", "C", "N", "N", "S", "H", "H", "H", "H", "H", "H", "H"], "positions_angstrom": [[-0.292, 0.426, 0.621], [0.838, 0.018, 1.239], [-0.717, -0.167, -1.856], [-0.984, 0.263, -0.640], [1.980, -0.551, 0.862], [-1.973, -0.254, -3.052], [-1.014, 0.867, 1.401], [0.645, 0.242, 2.265], [0.205, -0.500, -2.186], [-1.998, 0.509, -0.589], [2.763, -0.342, 1.491], [2.158, -0.526, -0.144], [-2.735, 0.811, -2.537]], "lowdin_charge": [-0.08, -0.19, -0.43, 0.00, 0.12, 0.89, 0.14, 0.12, 0.07, 0.15, 0.13, 0.12, -0.05], "orbital_gap_ev": [7.75, 7.75], "spin_multiplicity": 1, "charge": 1, "homo_energy_ev": [-12.76, -12.76], "de_lowest_ev": 2.091, "total_energy_ev": -17031.480}